Run P
20
Properties=species:S:1:pos:R:3:nbo_charge:R:1 method="wB97M-V/def2-TZVPD" charge=0 lumo_energy_ev="-2.13 / -2.13" homo_lumo_gap_ev="5.316 / 5.324"
C 0.42113 1.15334 -3.02604 -0.18
C 0.05178 -0.11937 -2.62985 -0.21
C 0.41495 2.20122 -2.14392 -0.21
C -0.21175 -0.34838 -1.24170 -0.19
C 0.20376 1.97282 -0.77207 -0.17
C -0.06536 0.71274 -0.25705 0.04
C 0.79504 -1.82821 2.63883 0.33
C -0.58694 -1.04696 2.79095 -0.37
N -0.86806 -0.42957 1.55826 -0.15
N -0.10895 0.46369 1.10464 -0.05
O 1.78263 -1.30694 2.25775 -0.55
S 0.50455 -3.46504 3.00609 -0.35
H 0.48282 1.42170 -4.09297 0.22
H -0.30151 -0.88040 -3.38716 0.24
H 0.78769 3.17217 -2.48726 0.23
H -0.50153 -1.36292 -0.87856 0.22
H 0.44138 2.84324 -0.13064 0.24
H -1.35855 -1.82246 3.06401 0.27
H -0.36800 -0.30929 3.63422 0.26
H -1.51510 -1.02139 0.99248 0.39

***

Run Q
20
Properties=species:S:1:pos:R:3:nbo_charge:R:1 method="wB97M-V/def2-TZVPD" charge=0 lumo_energy_ev="-1.75 / -1.74" homo_lumo_gap_ev="6.125 / 6.142"
C -0.61845 2.50957 2.34519 -0.21
C -1.10859 2.19381 1.08234 -0.23
C 0.25813 1.54714 2.72230 -0.07
C -0.61528 0.98590 0.70989 0.13
C -0.92429 0.29846 -0.63936 0.57
C 0.79562 -0.66530 1.69838 0.30
C 1.15278 -1.83127 -2.60665 -0.61
C -0.20714 -1.73084 -1.93428 -0.24
N 0.24702 0.50008 1.73740 -0.46
N -0.14653 -0.73270 -0.81531 -0.58
O -1.67292 0.86078 -1.43060 -0.69
S 1.66065 -1.89801 2.04316 0.34
H -0.85881 3.34411 2.89913 0.23
H -1.75332 2.76213 0.54225 0.25
H 0.82860 1.41073 3.70802 0.24
H 1.18061 -2.82014 -2.87438 0.20
H 1.37873 -1.13442 -3.42412 0.21
H 1.84298 -1.66357 -1.88517 0.20
H -0.94171 -1.26077 -2.57780 0.23
H -0.49808 -2.67569 -1.30038 0.19

***

Quick ranking, most stable first: run P, run Q.

***

Run P
15
Properties=species:S:1:pos:R:3:nbo_charge:R:1 method="wB97M-V/def2-TZVPD" spin_multiplicity=2 charge=+1 lumo_energy_ev="-3.55 / -8.54" s2=0.754 homo_lumo_gap_ev="11.591 / 6.588"
C 0.77953 0.20619 -0.34854 -0.31
C 1.70734 0.39051 0.87666 -0.08
O 1.79207 1.75461 1.26736 -0.68
N -0.53341 -0.27358 0.08926 -0.13
C -1.38539 -1.15689 -0.72142 0.04
O -2.39408 -0.39427 -1.29520 -0.63
H 0.63899 1.19587 -0.80809 0.28
H 1.13034 -0.47501 -1.11887 0.24
H 2.71042 0.12532 0.59977 0.24
H 1.39413 -0.15578 1.75236 0.20
H 0.92386 2.10242 1.50457 0.47
H -1.09252 0.53731 0.35420 0.40
H -0.78957 -1.65915 -1.46400 0.23
H -1.78911 -1.93472 -0.05923 0.22
H -3.09261 -0.26283 -0.62885 0.50

***

Run Q
15
Properties=species:S:1:pos:R:3:nbo_charge:R:1 method="wB97M-V/def2-TZVPD" spin_multiplicity=2 charge=+1 lumo_energy_ev="-3.67 / -9.06" s2=0.754 homo_lumo_gap_ev="10.024 / 4.633"
C 1.46478 -2.11512 1.47752 -0.73
C 1.20514 -0.77444 1.16814 0.79
O 2.17052 -0.28360 0.39699 -0.71
O 0.33520 0.00733 1.55021 -0.65
H 2.15085 -1.95746 2.26734 0.27
H 1.96960 -2.61322 0.60432 0.26
H 0.47262 -2.74032 1.73672 0.26
C -1.61094 1.09394 -1.71612 -0.52
N -1.84512 2.11035 -0.71194 -0.22
H 2.16739 0.52912 -0.07067 0.51
H -2.71723 2.07220 -0.42937 0.40
H -1.01775 2.20322 -0.05319 0.45
H -2.48041 0.50946 -1.96457 0.27
H -0.76954 0.39210 -1.48541 0.29
H -1.49512 1.56643 -2.76997 0.33

***

Quick ranking, most stable first: run P, run Q.

***

Run P
15
Properties=species:S:1:pos:R:3:nbo_charge:R:1 method="wB97M-V/def2-TZVPD" charge=0 lumo_energy_ev=-3.93 homo_lumo_gap_ev=4.087
C 2.97388 0.00007 0.55747 0.41
N 3.22254 -0.25366 -0.67831 -0.83
C 0.20815 -0.13555 -0.91683 -0.75
C -1.21820 -0.17402 -1.04660 0.14
C -2.23284 0.28094 -0.11254 0.66
O -1.97929 -0.10853 1.18338 -0.64
O -3.27013 0.79985 -0.40611 -0.51
O 2.01705 -0.48168 1.23644 -0.65
H 3.58051 0.73636 1.12051 0.11
H 4.04372 0.16447 -1.08974 0.34
H 0.35203 0.61028 -0.13683 0.28
H 0.62200 -1.14410 -0.63826 0.39
H 0.81221 0.11789 -1.79730 0.32
H -1.69512 -0.47279 -1.97954 0.22
H -2.80514 0.16986 1.62264 0.50

***

Run Q
15
Properties=species:S:1:pos:R:3:nbo_charge:R:1 method="wB97M-V/def2-TZVPD" charge=0 lumo_energy_ev=0.85 homo_lumo_gap_ev=9.456
C 1.30527 1.11135 1.24311 -0.27
O 1.31394 0.66664 -0.12294 -0.47
C 0.14441 0.73802 -0.75082 0.31
N -1.05757 0.88552 -0.31573 0.27
O -1.69562 0.90804 0.76022 -0.55
O -1.96560 0.89741 -1.45858 -0.59
H 1.78227 0.23839 1.78312 0.18
H 0.31674 1.10633 1.48408 0.21
H 1.97346 1.97436 1.43218 0.20
H 0.18316 0.51117 -1.82879 0.21
H -2.82366 0.89720 -0.97813 0.49
C -0.74305 -2.39638 0.30882 -0.24
C -1.18597 -1.95229 -0.70715 -0.23
H -0.08176 -2.30597 1.15232 0.23
H -1.73643 -1.74866 -1.57452 0.23

***

Quick ranking, most stable first: run P, run Q.

***

Run P
15
Properties=species:S:1:pos:R:3:nbo_charge:R:1 method="wB97M-V/def2-TZVPD" charge=0 lumo_energy_ev=-1.58 homo_lumo_gap_ev=7.579
O -0.54638 -2.64077 -0.37898 -0.56
C -1.07120 -2.75187 0.70729 0.57
O -1.31048 -1.75857 1.58953 -0.64
C 1.16922 1.58197 0.15682 -0.01
C 0.13840 0.41031 -0.22146 -0.49
C 0.14073 1.72323 -1.07263 0.26
O -0.82657 2.48608 -0.84166 -0.51
N 2.38708 1.24655 -0.16942 -0.53
H -1.39550 -3.77014 0.99924 0.13
H 0.90286 2.20900 1.00669 0.23
H -0.80519 0.11868 0.19597 0.25
H 0.86599 -0.31962 -0.55752 0.24
H 0.50695 1.59911 -2.08677 0.18
H 3.11496 1.95174 -0.06900 0.35
H -0.37773 -1.65161 1.16592 0.51

***

Run Q
15
Properties=species:S:1:pos:R:3:nbo_charge:R:1 method="wB97M-V/def2-TZVPD" charge=0 lumo_energy_ev=0.13 smiles="C=C1CC1=O.ONO" homo_lumo_gap_ev=9.195
C -1.26117 -1.38097 1.03216 -0.38
C -1.20206 -0.33448 0.23091 -0.11
C -1.23087 0.16315 -1.18092 -0.56
C -0.87193 1.03793 -0.02629 0.58
O -0.77708 2.18397 0.38460 -0.57
H -1.41492 -2.38231 0.65361 0.21
H -1.14333 -1.27520 2.10198 0.21
H -2.19341 0.28241 -1.66263 0.24
H -0.43921 -0.13520 -1.85692 0.25
O 1.79860 -0.20310 1.06501 -0.57
N 1.36118 0.65837 0.05026 -0.06
O 1.91053 0.30547 -1.18369 -0.56
H 1.08880 -0.86299 1.16364 0.48
H 1.49543 1.66466 0.34340 0.37
H 2.87945 0.27829 -1.11510 0.46

***

Run R
15
Properties=species:S:1:pos:R:3:nbo_charge:R:1 method="wB97M-V/def2-TZVPD" charge=0 lumo_energy_ev="-1.11 / -0.27" smiles="N/C=C(/O)C(=O)CO" homo_lumo_gap_ev="6.262 / 7.706"
N 0.79305 -0.62610 1.82027 -0.72
C 0.11638 0.40539 1.25632 0.15
C -1.03734 0.31103 0.48280 0.01
O -2.30828 0.51393 1.01257 -0.68
C -0.79788 0.24906 -0.90007 0.47
O -1.49748 0.03267 -1.86703 -0.62
C 0.99105 0.16497 -1.16612 -0.19
O 1.12041 -0.83752 -2.14712 -0.73
H 0.54743 -1.56767 1.54151 0.41
H 1.37440 -0.46296 2.63256 0.41
H 0.33235 1.35448 1.74333 0.18
H -2.93302 0.08848 0.40015 0.50
H 1.81174 -0.00748 -0.47613 0.19
H 1.14182 1.15789 -1.60176 0.15
H 0.34536 -0.77619 -2.73129 0.48

***

Run S
15
Properties=species:S:1:pos:R:3:nbo_charge:R:1 method="wB97M-V/def2-TZVPD" charge=0 lumo_energy_ev="-1.16 / -1.50" homo_lumo_gap_ev="8.298 / 7.898"
C 0.55329 0.49731 1.20448 -0.26
C 0.31664 -0.16011 -1.00597 -0.47
C -0.98707 0.62066 -0.50515 -0.08
C 1.49111 -0.04592 0.06923 0.04
N -2.21828 0.04210 -0.24144 0.45
O -3.26998 0.67278 -0.20377 -0.39
O -2.20221 -1.10799 0.12641 -0.41
O 2.05043 -1.24713 0.40706 -0.68
H 0.93700 1.44848 1.68279 0.23
H -0.09326 -0.30356 1.61130 0.22
H 0.16331 -1.25266 -1.07147 0.24
H 0.60184 0.10017 -2.08113 0.23
H -0.97529 1.75562 -0.73581 0.23
H 2.25852 0.68436 -0.15697 0.19
H 1.37397 -1.70411 0.90044 0.47

***

Quick ranking, most stable first: run R, run P, run Q, run S.

***

Run P
15
Properties=species:S:1:pos:R:3:nbo_charge:R:1 method="wB97M-V/def2-TZVPD" charge=0 lumo_energy_ev=0.48 smiles="CO[C@]1(O)C(=O)[C@H]1N" homo_lumo_gap_ev=9.295
C 2.37001 0.67814 -0.06699 -0.26
O 1.11444 0.58912 -0.73025 -0.52
C 0.02480 0.26493 0.12118 0.40
O -0.28988 1.11039 1.15746 -0.68
C -0.05032 -1.20884 0.26997 0.55
O 0.27128 -2.22431 0.80723 -0.47
C -1.07671 -0.53617 -0.58111 -0.21
N -2.41205 -0.31603 -0.09779 -0.84
H 2.69508 -0.31178 0.26686 0.18
H 3.06565 1.07417 -0.80477 0.20
H 2.31436 1.36058 0.78432 0.19
H -1.22578 1.35159 1.07164 0.50
H -0.93692 -0.67758 -1.65378 0.23
H -3.00897 -0.02926 -0.86710 0.38
H -2.85498 -1.12494 0.32312 0.38

***

Run Q
15
Properties=species:S:1:pos:R:3:nbo_charge:R:1 method="wB97M-V/def2-TZVPD" charge=0 lumo_energy_ev="-1.21 / -1.21" homo_lumo_gap_ev="7.061 / 7.060"
C -1.16755 -0.12681 0.86584 0.10
C -1.27498 1.33034 1.08986 -0.16
C 1.32260 -1.49572 -0.82582 -0.43
N 0.79810 -0.15009 -0.81828 -0.19
C -0.57402 0.08870 -0.45506 0.57
O -0.71241 1.62931 -0.19787 -0.57
O 1.74004 0.76523 -0.32092 -0.58
O -1.50556 -0.55598 -1.05052 -0.51
H 1.25061 1.61254 -0.38304 0.49
H -1.31543 -1.00629 1.47624 0.23
H -0.64216 1.67981 1.92136 0.23
H -2.28741 1.72773 1.22991 0.21
H 2.14958 -1.54183 -1.53623 0.21
H 0.53010 -2.16072 -1.15845 0.23
H 1.68849 -1.79623 0.16299 0.17

***

Quick ranking, most stable first: run P, run Q.